A.
C9H14 | ωB97M-V/def2-TZVPD

The geometry in XYZ format:
```
23
Properties=species:S:1:pos:R:3
C 1.24 -1.19 1.52
C 0.99 0.20 0.98
C 1.55 0.54 -0.25
C 1.20 1.71 -0.90
C 0.14 2.47 -0.42
C -0.38 2.17 0.83
C 0.07 1.07 1.55
H 0.32 -1.61 1.93
H 2.01 -1.29 2.29
H 1.47 -1.84 0.68
H 2.32 -0.12 -0.65
H 1.58 1.93 -1.89
H -0.22 3.31 -1.00
H -1.09 2.82 1.32
H -0.22 0.99 2.59
C -1.32 -2.96 -1.25
C -2.55 -2.06 -1.50
H -0.79 -3.17 -2.18
H -0.68 -2.42 -0.56
H -1.64 -3.87 -0.75
H -2.26 -1.02 -1.34
H -3.30 -2.24 -0.73
H -3.01 -2.20 -2.47
```

For the LUMO energy, the calculation gives 1.0197 eV. As for the spin multiplicity: 1. As for the HOMO energy: -0.3328 Eh. As for the SMILES: Cc1ccccc1.CC.

Atomic partial charges in e from the Mulliken method, atoms 1 to 5: number 1, C, carries -1.49; number 2, C, carries 0.81; number 3, C, carries -0.27; number 4, C, carries -0.63; number 5, C, carries -0.46

=====

B.
C9H14 | ωB97M-V/def2-TZVPD

The geometry in XYZ format:
```
23
Properties=species:S:1:pos:R:3
C 0.62 2.76 -1.90
C 0.38 2.04 -0.61
C -0.84 1.37 -0.40
C -0.90 0.52 0.69
C 0.20 0.19 1.50
C 1.36 0.90 1.28
C 1.43 1.91 0.27
H 0.39 3.83 -1.65
H -0.03 2.60 -2.79
H 1.62 2.75 -2.33
H -1.73 1.61 -0.99
H -1.87 0.11 0.94
H 0.15 -0.65 2.19
H 2.20 0.84 1.98
H 2.28 2.58 0.42
C -0.91 -3.97 -0.90
C -0.95 -4.04 0.61
H -0.19 -4.62 -1.42
H -1.91 -3.89 -1.36
H -0.37 -3.09 -1.33
H -0.95 -5.09 0.89
H -1.84 -3.56 1.01
H -0.12 -3.44 0.97
```

For the LUMO energy, the calculation gives 1.0165 eV. As for the spin multiplicity: 1. As for the HOMO energy: -0.3281 Eh. As for the SMILES: Cc1ccccc1.CC.

Atomic partial charges in e from the Mulliken method, atoms 1 to 5: number 1, C, carries -1.34; number 2, C, carries 0.87; number 3, C, carries -0.60; number 4, C, carries -0.26; number 5, C, carries -0.65

=====

So which one is most stable? That would be A, about 0.780 eV below the next structure.